No. 1
A molecular structure, C13H6Cl5N2OPbTe4, computed with wB97M-V/def2-TZVPD.

Results
Frontier orbital gap (spin up / spin down) (eV): 5.21 / 5.20
Energy relative to the best compared isomer or geometry (same formula, charge and spin) (kcal/mol): 6.1

```
! wB97M-V def2-TZVPD RIJCOSX def2/J DEFGRID3
* xyz 1 1
Pb -2.658 -0.548 -1.589
Te -4.106 -3.221 -0.464
Te -6.609 -2.638 -0.289
Te -6.861 -0.043 0.463
Te -4.322 0.840 0.528
Cl 3.488 2.677 0.553
C 1.830 2.371 0.240
C 0.940 2.164 1.293
Cl 1.520 2.194 2.905
C -0.408 1.903 1.038
Cl -1.488 1.653 2.347
C -0.882 1.795 -0.271
O -2.122 1.419 -0.518
C 0.026 2.021 -1.315
Cl -0.548 1.817 -2.930
C 1.363 2.310 -1.074
Cl 2.443 2.542 -2.380
N 0.183 -1.625 1.769
C -1.025 -1.520 1.193
N -0.935 -1.265 -0.095
C 0.424 -1.212 -0.389
C 1.093 -0.989 -1.591
C 2.472 -0.972 -1.557
C 3.181 -1.167 -0.364
C 2.534 -1.400 0.833
C 1.145 -1.426 0.795
H 0.344 -1.783 2.750
H -1.950 -1.608 1.742
H 0.559 -0.819 -2.519
H 3.023 -0.792 -2.470
H 4.261 -1.130 -0.386
H 3.082 -1.547 1.755
*
```

No. 2
A molecular structure, C13H7ClNNaO2S, computed with wB97M-V/def2-TZVPD.

Results
Frontier orbital gap (eV): 4.35

```
! wB97M-V def2-TZVPD RIJCOSX def2/J DEFGRID3
* xyz 0 1
O -4.044 2.057 -0.470
C -2.947 1.558 -1.097
O -2.086 2.415 -1.944
C -2.520 -0.015 -0.915
C -3.148 -1.281 -1.796
C -2.655 -2.860 -1.557
Cl -3.439 -4.191 -2.607
C -1.471 -3.244 -0.441
C -0.851 -1.972 0.397
C -1.357 -0.392 0.182
N -0.748 0.741 0.976
C 0.778 0.736 0.917
C 1.531 2.134 0.491
C 3.185 2.094 0.431
C 4.055 0.719 0.817
C 3.289 -0.705 1.245
C 1.649 -0.647 1.275
S 0.553 -2.159 1.682
H -3.959 -0.989 -2.606
H -1.075 -4.347 -0.271
H -0.965 0.599 2.007
H 0.873 3.071 0.245
H 3.718 3.098 0.101
H 5.233 0.699 0.767
H 3.852 -1.702 1.492
Na 2.549 4.583 0.679
*
```